C5H12O in the gas phase in a non-equilibrium geometry, computed with wB97M-V/def2-TZVPD.

The geometry in XYZ format:
```
18
Properties=species:S:1:pos:R:3:nbo_charge:R:1
C 1.805 -0.076 -0.761 -0.0687
O 2.595 -0.490 0.380 -0.7240
C 0.393 -0.679 -0.510 -0.4051
C -0.551 0.027 0.485 -0.2269
C -2.039 -0.491 0.288 -0.6222
C -0.425 1.616 0.411 -0.6185
H 2.289 -0.663 -1.640 0.1635
H 1.832 0.954 -0.822 0.1898
H 2.372 -1.514 0.434 0.4546
H 0.546 -1.731 -0.038 0.1902
H -0.147 -0.851 -1.555 0.2039
H -0.188 -0.248 1.529 0.2071
H -2.445 -1.264 1.005 0.2157
H -2.795 0.295 0.410 0.2120
H -2.221 -0.927 -0.760 0.2041
H -0.175 2.007 -0.558 0.1975
H 0.432 1.843 1.027 0.2139
H -1.276 2.191 0.675 0.2132
```

Summary:
- Multiplicity: 1
- Energy above the lowest of the compared OMol25 structures with the same formula, charge and spin: 159.5 kJ/mol
- SMILES: CC(C)CCO
- E: -272.88793 Ha
- Strongest force on any atom: 5.081 eV/A
- Orbital gap: 11.0 eV

C34H21BrCoF4N5O5PS as an isolated structure in a non-equilibrium geometry, computed with wB97M-V/def2-TZVPD.

The geometry in XYZ format:
```
73
Properties=species:S:1:pos:R:3:lowdin_charge:R:1
Co -1.031 0.325 0.310 0.3386
F 2.661 -3.902 4.325 0.1448
C 2.562 -2.836 3.525 -0.1050
C 3.693 -2.366 2.835 -0.1140
F 4.875 -2.967 2.999 0.1380
C 3.556 -1.286 1.992 -0.2034
F 4.645 -0.795 1.375 0.0909
C 2.336 -0.640 1.758 -0.2078
P 2.312 0.448 0.296 0.9512
C 3.549 1.736 0.606 -0.3121
C 3.628 2.221 1.907 -0.0735
C 4.529 3.222 2.216 -0.0565
C 5.339 3.748 1.222 -0.0609
C 5.241 3.281 -0.081 -0.0603
C 4.345 2.274 -0.396 -0.0688
C 2.669 -0.544 -1.211 -0.2483
C 1.688 -0.453 -2.199 -0.0696
C 1.780 -1.197 -3.362 -0.0525
C 2.845 -2.063 -3.550 -0.0641
C 3.826 -2.155 -2.576 -0.0717
C 3.754 -1.395 -1.419 -0.0699
C 1.231 -1.062 2.533 -0.4894
Br -0.347 0.001 2.751 1.0354
C 1.364 -2.148 3.398 -0.2579
F 0.314 -2.540 4.123 0.0892
H 2.974 1.809 2.665 0.1145
H 4.598 3.589 3.230 0.1103
H 6.053 4.521 1.466 0.1078
H 5.867 3.703 -0.855 0.1089
H 4.258 1.905 -1.410 0.1154
H 0.838 0.200 -2.058 0.0707
H 1.007 -1.111 -4.109 0.1144
H 2.903 -2.666 -4.445 0.1093
H 4.653 -2.835 -2.715 0.1073
H 4.555 -1.469 -0.703 0.0973
O -5.313 -5.305 0.082 0.0379
N -5.706 -4.273 -0.442 -0.3697
O -6.797 -4.171 -0.985 0.0422
C -4.882 -3.119 -0.411 -0.1193
C -5.454 -1.916 -0.818 0.0693
C -4.798 -0.704 -0.672 -0.1459
C -5.314 0.573 -1.074 -0.0219
C -4.624 1.690 -0.802 -0.0211
C -3.339 1.684 -0.054 -0.2148
N -2.886 0.386 0.355 0.0068
C -3.519 -0.695 -0.061 -0.1523
C -2.824 -1.936 0.092 -0.1266
N -1.492 -1.823 0.265 0.0719
C -0.791 -2.933 0.441 -0.1231
C -1.380 -4.194 0.443 -0.0347
C -2.730 -4.326 0.190 0.0225
C -3.504 -3.172 -0.020 -0.0559
H -6.458 -1.945 -1.217 0.1278
H -6.257 0.609 -1.597 0.1145
H -5.007 2.655 -1.095 0.1047
H -3.413 2.350 0.816 0.1457
H 0.276 -2.816 0.576 0.1012
H -0.776 -5.072 0.616 0.1058
H -3.191 -5.300 0.143 0.1053
O -1.423 1.219 -1.485 -0.2201
C -2.041 2.239 -0.868 -0.6313
C -2.355 3.507 -1.681 -0.0875
C -2.348 4.594 -0.612 -0.0628
C -1.347 4.076 0.427 -0.4832
O -0.866 4.703 1.328 0.1208
N -1.090 2.737 0.155 -0.0991
H -3.278 3.439 -2.248 0.1083
H -1.520 3.648 -2.373 0.1215
H -3.325 4.726 -0.144 0.1233
H -2.016 5.563 -0.978 0.1233
O 1.437 3.368 -0.217 -0.4179
S 0.475 2.403 -0.690 0.9612
N 0.808 0.977 0.170 -0.4850
```

Summary:
- Multiplicity: 2
- Energy above the lowest of the compared OMol25 structures with the same formula, charge and spin: 324.1 kJ/mol
- E: -7053.87611 Ha
- Strongest force on any atom: 2.055 eV/A
- ⟨S²⟩: 0.820
- Orbital gap (alpha / beta): 5.6 / 5.6 eV

C13H23AsBF6GeMoN2O2S as an isolated structure in a non-equilibrium geometry, computed with wB97M-V/def2-TZVPD.

The geometry in XYZ format:
```
51
Properties=species:S:1:pos:R:3:nbo_charge:R:1
Mo -0.228 0.079 -1.020 1.2038
F -0.902 1.318 -2.655 -0.6046
As -2.224 0.354 -3.912 2.8460
F -0.769 -0.074 -4.741 -0.5705
F -2.407 1.816 -4.739 -0.5454
F -3.156 -0.751 -4.763 -0.5495
F -3.489 0.725 -2.802 -0.5614
F -1.701 -0.959 -2.577 -0.6042
C 2.947 0.925 -0.837 -1.0368
Ge 2.768 -0.884 -1.716 1.4887
C 4.137 -1.051 -3.148 -1.0088
C 2.715 -2.431 -0.458 -1.0705
C 0.995 -0.839 -2.602 -0.8609
H 3.422 0.866 0.140 0.2376
H 1.960 1.434 -0.750 0.1725
H 3.573 1.554 -1.464 0.2774
H 5.118 -1.097 -2.679 0.2583
H 4.102 -0.195 -3.818 0.2546
H 3.978 -1.961 -3.723 0.2580
H 3.280 -2.268 0.456 0.2311
H 3.170 -3.279 -0.965 0.2685
H 1.681 -2.691 -0.217 0.2191
H 0.670 -1.819 -2.966 0.2663
H 1.037 -0.158 -3.458 0.2761
C 2.604 -2.149 3.944 -0.4347
N 1.750 -1.677 2.869 -0.5194
C 1.597 -0.467 2.382 0.4461
S 0.289 -0.314 1.164 0.0132
N 2.166 0.655 2.767 -0.5283
C 2.987 0.945 3.935 -0.4334
H 2.749 -3.221 3.828 0.2564
H 2.137 -1.971 4.913 0.2374
H 3.574 -1.664 3.915 0.2303
H 1.131 -2.382 2.486 0.4413
H 1.938 1.466 2.204 0.4361
H 2.656 0.380 4.802 0.2344
H 2.882 2.003 4.161 0.2550
H 4.041 0.745 3.740 0.2337
O -2.968 -0.084 0.721 -0.6445
B -2.197 0.560 -0.218 0.9085
O -2.776 1.756 -0.576 -0.6138
C -3.993 1.787 0.006 0.2150
C -5.035 2.684 -0.160 -0.2194
C -6.157 2.467 0.617 -0.1810
C -6.251 1.367 1.493 -0.1708
C -5.253 0.409 1.582 -0.2607
C -4.110 0.641 0.842 0.2822
H -4.953 3.499 -0.860 0.2464
H -6.993 3.146 0.542 0.2417
H -7.132 1.267 2.110 0.2400
H -5.359 -0.462 2.204 0.2427
```

Summary:
- Multiplicity: 2
- Energy above the lowest of the compared OMol25 structures with the same formula, charge and spin: 151.5 kJ/mol
- Total charge: +2
- E: -6171.68163 Ha
- Strongest force on any atom: 3.208 eV/A
- ⟨S²⟩: 0.866
- Orbital gap (alpha / beta): 3.3 / 4.1 eV

An isolated ion of composition C6H10 and charge -1 in a non-equilibrium geometry, computed with wB97M-V/def2-TZVPD.

The geometry in XYZ format:
```
16
Properties=species:S:1:pos:R:3:nbo_charge:R:1
C 0.940 1.669 1.939 -0.6221
C 1.356 0.758 0.797 -0.4289
C 0.185 0.441 -0.067 -0.3822
C -0.070 -0.788 -0.655 -0.3173
C -0.997 -1.077 -1.717 -0.2976
C -1.896 -2.113 -1.705 -0.6427
H 0.354 2.497 1.510 0.1916
H 1.644 2.098 2.642 0.1789
H 0.104 1.229 2.520 0.1958
H 1.860 -0.150 1.161 0.1843
H 2.068 1.284 0.138 0.1664
H -0.425 1.297 -0.344 0.1580
H 0.367 -1.659 -0.123 0.1453
H -0.982 -0.413 -2.588 0.1560
H -2.161 -2.695 -0.839 0.1649
H -2.348 -2.378 -2.669 0.1495
```

Summary:
- Multiplicity: 2
- Energy above the lowest of the compared OMol25 structures with the same formula, charge and spin: 45.6 kJ/mol
- Total charge: -1
- E: -234.52135 Ha
- Strongest force on any atom: 2.071 eV/A
- ⟨S²⟩: 0.767
- Orbital gap (alpha / beta): 3.8 / 6.8 eV